1) Molecular formula: C8H10N4
Method: DFT, the ωB97M-V functional and the def2-TZVPD basis

Its SMILES is Cn1ccnc1-c1nccn1C. As for the spin multiplicity: 1.

Each line ends with the natural charge from an NBO analysis.
Atoms and positions in Å:
C  1.63  -2.10  -0.07  -0.427
C  2.86  0.12  0.21  -0.076
C  2.53  1.42  -0.03  -0.118
C  0.69  0.26  -0.27  0.308
C  -0.73  -0.15  -0.25  0.319
C  -2.34  -1.52  0.01  -0.105
C  -2.84  -0.24  0.04  -0.078
C  -1.74  2.18  0.11  -0.430
H  1.40  -2.36  1.15  0.186
H  0.67  -2.44  -0.63  0.290
H  2.58  -2.56  -0.31  0.204
H  3.79  -0.33  0.16  0.210
H  3.29  2.30  0.06  0.224
H  -2.85  -2.50  0.09  0.220
H  -3.96  0.04  0.00  0.219
H  -0.83  2.56  0.79  0.262
H  -1.43  2.68  -0.87  0.222
H  -2.80  2.53  0.23  0.220
N  1.75  -0.66  0.02  -0.349
N  1.12  1.45  -0.32  -0.471
N  -0.97  -1.44  -0.15  -0.475
N  -1.81  0.74  0.02  -0.354

---

2) Molecular formula: C8H10N4
Method: DFT, the ωB97M-V functional and the def2-TZVPD basis

Its SMILES is CCCc1cnnc2ccnn12. As for the spin multiplicity: 1.

Each line ends with the natural charge from an NBO analysis.
Atoms and positions in Å:
C  -2.55  -1.94  0.83  -0.615
C  -1.30  -1.40  0.03  -0.399
C  -1.40  0.09  -0.15  -0.457
C  -0.08  0.55  -0.73  0.260
C  0.14  0.89  -2.05  -0.115
C  2.14  1.23  -0.41  0.247
C  3.03  1.28  0.65  -0.345
C  2.35  0.72  1.72  -0.014
H  -2.68  -3.11  0.61  0.221
H  -2.45  -1.69  1.92  0.218
H  -3.50  -1.38  0.38  0.202
H  -1.37  -1.85  -1.06  0.202
H  -0.32  -1.64  0.53  0.230
H  -2.26  0.46  -0.74  0.227
H  -1.55  0.60  0.79  0.236
H  -0.71  0.88  -2.72  0.215
H  4.06  1.69  0.49  0.250
H  2.78  0.47  2.66  0.217
N  1.31  1.43  -2.52  -0.160
N  2.31  1.64  -1.73  -0.165
N  1.08  0.37  1.39  -0.297
N  0.97  0.72  0.10  -0.157

---

3) Molecular formula: C8H10N4
Method: DFT, the ωB97M-V functional and the def2-TZVPD basis

As for the spin multiplicity: 1.

Each line ends with the natural charge from an NBO analysis.
Atoms and positions in Å:
C  -1.79  -1.58  2.76  -0.629
C  -0.41  -1.39  2.09  -0.221
C  0.23  -0.12  0.18  0.404
C  2.37  -0.42  -0.73  0.027
C  2.17  0.56  -1.64  -0.305
C  0.98  1.34  -1.62  0.107
C  -0.84  2.26  -2.29  0.156
C  -0.05  0.90  -0.80  0.027
H  -2.63  -1.86  1.99  0.206
H  -1.72  -2.55  3.43  0.207
H  -1.98  -0.68  3.44  0.218
H  0.32  -0.83  2.83  0.211
H  -0.14  -2.47  1.81  0.197
H  -1.88  -0.38  0.80  0.432
H  3.32  -1.03  -0.68  0.207
H  2.78  0.63  -2.51  0.208
H  0.77  1.90  -3.94  0.421
H  -1.35  3.11  -2.69  0.196
N  -0.82  -0.54  0.99  -0.636
N  1.40  -0.71  0.22  -0.498
N  0.47  2.19  -2.57  -0.510
N  -1.18  1.69  -1.08  -0.425

---

1) comes first in stability; the runner-up is 13.4 kJ/mol higher.

---

1) Molecular formula: C4H9O2
Method: DFT, the ωB97M-V functional and the def2-TZVPD basis

As for the spin multiplicity: 1. The charge is +1.

Each line ends with the natural charge from an NBO analysis.
Atoms and positions in Å:
C  -0.79  0.13  2.19  0.374
C  1.44  0.50  -0.59  -0.730
C  -0.45  -1.26  -1.11  -0.686
C  -0.02  0.13  -0.54  0.697
O  -0.98  1.08  -0.53  -0.613
O  -0.23  -0.41  1.27  -0.460
H  -1.05  -0.34  3.14  0.176
H  -1.22  1.06  2.17  0.144
H  2.03  0.15  0.30  0.295
H  1.71  0.12  -1.52  0.262
H  1.70  1.65  -0.56  0.249
H  -0.81  -1.00  -2.07  0.261
H  -1.16  -1.74  -0.36  0.271
H  0.31  -1.97  -1.28  0.257
H  -0.49  1.90  -0.51  0.505

---

2) Molecular formula: C4H9O2
Method: DFT, the ωB97M-V functional and the def2-TZVPD basis

As for the spin multiplicity: 1. The charge is +1.

Each line ends with the natural charge from an NBO analysis.
Atoms and positions in Å:
C  -0.73  -0.29  -0.08  0.885
C  -2.18  -0.78  0.03  -0.703
C  0.44  1.86  -0.25  -0.282
C  2.06  -1.05  0.26  -0.109
O  -0.77  0.95  -0.27  -0.431
O  0.20  -1.16  0.04  -0.544
H  -2.29  -1.41  0.90  0.266
H  -2.70  0.18  0.10  0.257
H  -2.42  -1.53  -0.74  0.277
H  1.16  1.51  -0.96  0.197
H  0.97  2.05  0.74  0.229
H  -0.01  2.79  -0.55  0.243
H  2.02  -0.88  1.38  0.250
H  2.12  -2.05  -0.22  0.257
H  2.13  -0.19  -0.40  0.207

---

1) comes first in stability; the runner-up is 37.7 kJ/mol higher.

---

1) Molecular formula: C2H5O2
Method: DFT, the ωB97M-V functional and the def2-TZVPD basis

As for the spin multiplicity: 1. The charge is -1.

Each line ends with the natural charge from an NBO analysis.
Atoms and positions in Å:
O  0.08  1.68  0.49  -0.526
C  -0.68  1.25  1.36  0.257
H  -1.09  1.92  2.15  0.045
H  -0.95  0.20  1.40  0.193
C  0.54  -1.00  -1.09  -0.200
O  -0.46  -1.00  -0.15  -1.011
H  1.20  -0.09  -1.07  0.092
H  1.22  -1.88  -0.94  0.077
H  0.13  -1.08  -2.14  0.073

---

2) Molecular formula: C2H5O2
Method: DFT, the ωB97M-V functional and the def2-TZVPD basis

As for the spin multiplicity: 1. The charge is -1.

Each line ends with the natural charge from an NBO analysis.
Atoms and positions in Å:
O  -0.21  1.88  -1.74  -1.358
H  -1.01  1.84  -2.28  0.389
C  -0.34  0.44  0.83  -0.494
C  0.40  -0.54  0.36  0.102
O  0.40  -1.86  0.88  -0.754
H  -0.47  1.37  0.25  0.303
H  -1.19  0.33  1.49  0.162
H  1.09  -0.43  -0.45  0.187
H  -0.43  -2.24  0.55  0.465

---

2) comes first in stability; the runner-up is 12.3 kJ/mol higher.

---

1) Molecular formula: C18H22B2F4N7O6V
Method: DFT, the ωB97M-V functional and the def2-TZVPD basis

The expectation value of S² is 2.031. As for the spin multiplicity: 3. The charge is +2.

Each line ends with the Mulliken spin population.
Atoms and positions in Å:
V  -0.14  -0.39  0.00  1.131
C  -4.28  -1.52  0.15  -0.007
C  -3.03  -0.75  0.33  0.100
N  -1.92  -0.94  -0.24  -0.048
O  -1.32  -1.97  -0.80  -0.070
B  -1.45  -2.13  -2.56  0.006
F  -1.39  -3.43  -2.77  -0.001
F  -2.61  -1.46  -2.77  -0.001
O  -0.24  -1.41  -2.90  -0.004
N  -0.13  -0.27  -2.18  -0.046
C  0.09  0.81  -2.83  0.037
C  0.14  0.93  -4.31  -0.001
C  0.33  1.95  -1.92  0.036
N  0.26  1.62  -0.69  -0.045
O  0.56  2.60  0.20  -0.007
B  -0.59  3.18  0.89  0.021
F  -1.62  3.47  0.05  0.013
F  -0.19  4.08  1.79  0.001
O  -1.25  1.94  1.81  0.322
N  -1.49  0.88  1.14  0.612
C  -2.76  0.23  1.47  -0.073
C  -3.87  1.12  1.94  0.009
C  0.61  3.33  -2.38  -0.002
H  -4.17  -2.26  -0.64  0.000
H  -5.09  -0.83  -0.11  0.004
H  -4.56  -2.01  1.08  0.002
H  0.01  -0.03  -4.78  0.000
H  1.09  1.37  -4.62  0.001
H  -0.66  1.61  -4.63  0.002
H  -3.47  1.93  2.54  0.002
H  -4.59  0.55  2.52  0.000
H  -4.38  1.55  1.07  -0.004
H  0.58  3.41  -3.46  0.000
H  1.59  3.64  -2.02  0.003
H  -0.12  4.02  -1.94  0.003
N  2.79  -5.88  1.51  -0.001
C  2.74  -4.93  0.86  0.000
C  2.69  -3.74  0.06  -0.003
C  3.64  -3.47  -0.92  0.002
C  3.51  -2.29  -1.64  0.001
C  2.45  -1.45  -1.38  0.016
N  1.53  -1.72  -0.44  -0.025
C  1.65  -2.85  0.27  0.010
H  4.45  -4.16  -1.10  0.000
H  4.23  -2.03  -2.41  0.000
H  2.34  -0.52  -1.92  -0.002
H  0.90  -3.05  1.02  0.000
O  -2.44  -0.70  2.65  0.048
C  -1.38  -1.46  2.61  -0.010
O  -0.48  -1.45  1.78  -0.012
H  -1.34  -2.16  3.44  0.003
C  2.46  2.81  3.48  0.002
C  2.95  1.42  3.04  -0.003
C  2.03  0.81  2.10  0.028
N  1.31  0.35  1.33  -0.049
H  3.16  3.21  4.21  0.000
H  1.48  2.76  3.94  0.000
H  2.41  3.50  2.64  0.000
H  3.05  0.75  3.89  0.001
H  3.93  1.48  2.55  0.000

---

2) Molecular formula: C18H22B2F4N7O6V
Method: DFT, the ωB97M-V functional and the def2-TZVPD basis

The expectation value of S² is 2.030. As for the spin multiplicity: 3. The charge is +2.

Each line ends with the Mulliken spin population.
Atoms and positions in Å:
V  0.88  -0.66  0.13  1.098
C  4.57  -0.08  2.35  -0.002
C  3.50  -0.27  1.36  0.023
N  2.25  -0.04  1.56  -0.026
O  1.86  0.39  2.76  -0.002
B  0.44  0.78  2.66  -0.001
F  -0.24  -0.35  2.02  0.009
F  -0.07  1.15  3.83  0.000
O  0.30  1.88  1.64  -0.001
N  0.03  1.38  0.41  -0.031
C  -0.99  1.97  -0.10  0.049
C  -1.81  2.95  0.64  -0.002
C  -1.10  0.31  -2.04  0.062
N  -0.41  -0.43  -1.29  -0.061
O  0.23  -1.52  -1.59  -0.029
B  2.12  -0.97  -2.99  0.001
F  1.70  0.29  -2.93  0.000
F  1.94  -1.69  -4.06  0.000
O  2.87  -1.50  -1.96  0.000
N  2.69  -0.88  -0.74  -0.020
C  3.74  -0.82  0.00  -0.008
C  5.09  -1.27  -0.39  -0.003
C  -1.55  -0.02  -3.41  0.024
H  4.19  0.40  3.24  0.000
H  4.98  -1.06  2.63  0.001
H  5.38  0.52  1.93  0.001
H  -2.73  3.21  0.12  -0.004
H  -2.06  2.51  1.61  0.002
H  -1.24  3.85  0.87  0.003
H  5.13  -1.61  -1.42  0.000
H  5.81  -0.47  -0.22  0.000
H  5.36  -2.10  0.28  0.000
H  -2.63  0.12  -3.50  -0.002
H  -1.04  0.61  -4.15  0.002
H  -1.32  -1.06  -3.62  0.003
N  -4.58  -0.14  3.92  0.000
C  -4.17  -0.90  3.16  0.000
C  -3.61  -1.78  2.18  0.000
C  -3.67  -3.17  2.27  0.000
C  -3.07  -3.91  1.26  0.000
C  -2.43  -3.25  0.22  -0.001
N  -2.37  -1.92  0.13  0.001
C  -2.95  -1.22  1.09  -0.001
H  -4.17  -3.64  3.10  0.000
H  -3.10  -4.99  1.28  0.000
H  -1.95  -3.81  -0.57  0.001
H  -2.90  -0.13  1.01  0.000
O  2.99  -2.98  1.38  0.000
C  1.80  -3.12  1.44  0.001
O  0.91  -2.31  0.83  -0.007
H  1.29  -3.98  1.89  -0.002
C  -1.22  4.80  -2.24  0.045
C  -2.40  3.81  -2.44  0.014
C  -1.99  2.44  -2.23  0.832
N  -1.40  1.61  -1.47  -0.031
H  -1.55  5.78  -2.57  0.002
H  -0.36  4.51  -2.83  -0.001
H  -0.94  4.87  -1.19  -0.002
H  -2.79  3.89  -3.46  0.042
H  -3.24  4.02  -1.78  0.021

---

1) comes first in stability; the runner-up is 266.5 kJ/mol higher.

---

1) Molecular formula: H18NO12
Method: DFT, the ωB97M-V functional and the def2-TZVPD basis

As for the spin multiplicity: 1. The charge is -1.

Each line ends with the natural charge from an NBO analysis.
Atoms and positions in Å:
N  9.51  24.29  38.29  0.728
O  8.28  24.62  38.53  -0.592
O  9.90  23.91  37.15  -0.547
O  10.28  24.34  39.26  -0.525
O  6.56  24.77  35.90  -0.975
H  6.05  23.99  36.29  0.469
H  7.40  24.83  36.42  0.500
O  9.88  21.55  35.42  -0.984
H  9.87  21.96  34.48  0.475
H  10.24  22.16  36.10  0.506
O  9.21  26.37  42.06  -0.987
H  9.22  26.39  41.12  0.478
H  8.82  25.53  42.38  0.477
O  12.68  25.07  38.04  -0.949
H  11.90  25.23  38.50  0.471
H  12.90  24.22  38.17  0.469
O  7.09  23.03  40.72  -0.956
H  7.24  22.08  40.62  0.452
H  7.44  23.32  39.80  0.491
O  11.09  24.28  41.75  -0.939
H  11.04  25.04  42.15  0.457
H  10.80  24.44  40.93  0.470
O  12.54  21.90  38.23  -0.935
H  12.89  21.11  38.67  0.460
H  11.59  21.77  38.58  0.476
O  10.22  25.84  35.30  -0.959
H  10.40  25.10  35.89  0.489
H  9.38  25.44  34.81  0.456
O  8.12  27.04  40.04  -0.939
H  8.83  27.56  39.78  0.464
H  7.97  26.33  39.47  0.498

---

2) Molecular formula: H18NO12
Method: DFT, the ωB97M-V functional and the def2-TZVPD basis

As for the spin multiplicity: 1. The charge is -1.

Each line ends with the natural charge from an NBO analysis.
Atoms and positions in Å:
N  -15.21  -12.47  -13.16  0.724
O  -14.89  -12.32  -14.36  -0.543
O  -14.36  -13.12  -12.46  -0.559
O  -15.94  -11.65  -12.59  -0.549
O  -15.94  -14.47  -9.96  -0.938
H  -15.48  -14.37  -10.77  0.482
H  -16.79  -14.10  -10.09  0.454
O  -12.94  -10.34  -12.18  -0.941
H  -13.28  -10.88  -12.92  0.476
H  -13.37  -9.50  -12.30  0.479
O  -17.08  -9.08  -12.35  -0.970
H  -16.40  -9.77  -12.36  0.494
H  -17.08  -8.68  -13.24  0.468
O  -13.84  -16.35  -11.44  -0.949
H  -13.34  -15.71  -11.89  0.480
H  -13.31  -17.11  -11.54  0.450
O  -16.99  -11.23  -10.18  -0.976
H  -16.94  -11.59  -11.08  0.495
H  -17.40  -10.37  -10.20  0.479
O  -12.34  -12.19  -15.62  -0.952
H  -13.23  -12.28  -15.34  0.485
H  -11.99  -11.64  -14.88  0.460
O  -14.42  -9.65  -15.20  -0.962
H  -14.53  -9.58  -16.12  0.473
H  -15.02  -10.21  -14.80  0.484
O  -14.15  -11.44  -9.91  -0.995
H  -13.67  -11.31  -10.74  0.478
H  -15.10  -11.47  -10.17  0.486
O  -12.14  -14.46  -12.63  -0.969
H  -11.76  -13.91  -11.92  0.466
H  -12.99  -14.03  -12.64  0.489

---

2) comes first in stability; the runner-up is 109.4 kJ/mol higher.